C10H7ClF3N4O3 | ωB97M-V/def2-TZVPD

Last column: natural (NBO) charge in e.
Geometry (Å):
O  1.38  -0.77  3.11  -0.38
C  0.98  -1.24  2.11  0.75
O  -0.29  -2.02  2.07  -0.30
N  -1.20  -1.13  1.63  0.28
N  -1.81  -0.35  2.48  0.11
N  -2.60  0.40  1.71  -0.19
C  -2.44  0.05  0.38  0.35
C  -3.22  0.77  -0.77  -0.14
O  -3.40  2.17  -0.52  -0.46
C  -2.21  2.87  -0.57  1.16
F  -2.54  4.18  -0.82  -0.29
F  -1.53  2.88  0.62  -0.32
F  -1.36  2.48  -1.57  -0.32
N  -1.51  -0.99  0.34  -0.19
Cl  -0.97  -1.83  -1.03  0.39
C  1.77  -0.99  0.80  -0.18
C  1.56  0.21  -0.05  -0.24
C  2.36  0.43  -1.26  -0.20
C  3.39  -0.57  -1.61  -0.19
C  3.57  -1.77  -0.78  -0.19
C  2.77  -2.02  0.44  -0.19
H  -2.77  0.53  -1.77  0.24
H  -4.26  0.32  -0.78  0.27
H  0.78  0.98  0.20  0.23
H  2.27  1.31  -1.92  0.25
H  4.04  -0.42  -2.50  0.25
H  4.34  -2.56  -1.02  0.25
H  2.90  -2.93  1.07  0.25

Values from the calculation:
Charge: +1
SMILES: O=C(On1nnc(COC(F)(F)F)[n+]1Cl)c1ccccc1
Calculated total energy: -43246.8375 eV